121
Properties=species:S:1:pos:R:3:mulliken_charge:R:1 method="wB97M-V/def2-TZVPD" charge=0 spin_multiplicity=1 e_above_lowest_kcal_mol=0.0 total_energy_ha=-4701.23566
C 10.50 22.99 25.97 -1.0533
C 9.06 22.52 25.78 -0.3012
O 9.11 21.25 25.13 -0.2442
C 8.09 20.88 24.37 0.1895
O 7.05 21.46 24.28 -0.5482
C 8.46 19.70 23.47 1.0978
F 9.22 18.78 24.06 -0.2544
F 7.36 19.13 23.00 -0.1565
F 9.14 20.20 22.42 -0.2762
H 10.62 24.08 25.96 0.3182
H 11.20 22.52 25.29 0.3098
H 10.79 22.73 26.99 0.2978
H 8.43 23.20 25.21 0.3455
H 8.60 22.40 26.76 0.2873
C 0.73 16.61 17.59 -0.3625
C 1.68 17.10 16.53 -0.9964
O 2.90 17.63 17.10 -0.3419
C 3.79 16.78 17.59 0.5254
O 3.66 15.60 17.67 -0.5711
C 5.08 17.49 18.11 0.8987
F 5.95 17.69 17.13 -0.2945
F 4.79 18.64 18.70 -0.2541
F 5.63 16.65 18.99 -0.2215
H -0.26 16.33 17.23 0.2776
H 0.62 17.40 18.34 0.3691
H 1.16 15.73 18.06 0.3485
H 1.36 17.94 15.91 0.3264
H 1.91 16.31 15.82 0.4316
C 1.58 14.77 20.91 -0.2185
C 1.62 15.31 22.35 0.1799
O 2.71 16.21 22.57 -0.3407
C 3.90 15.68 22.71 0.2200
O 4.15 14.53 22.94 -0.6047
C 5.00 16.75 22.62 1.1308
F 5.78 16.74 23.68 -0.2878
F 5.69 16.56 21.51 -0.2360
F 4.45 17.99 22.55 -0.3394
H 0.80 14.02 20.83 -0.3389
H 2.60 14.58 20.57 0.4471
H 1.24 15.59 20.27 -0.1210
H 1.76 14.45 23.02 0.4300
H 0.68 15.80 22.58 -0.2981
C 3.91 20.64 21.68 -1.4412
C 2.82 19.66 21.29 0.0859
O 1.97 19.42 22.43 -0.2094
C 0.74 19.03 22.17 0.3994
O 0.28 18.70 21.11 -0.5458
C -0.05 18.87 23.48 0.7733
F -1.35 18.74 23.27 -0.1707
F 0.37 17.75 24.10 -0.2205
F 0.15 19.90 24.30 -0.2886
H 4.50 20.88 20.80 0.3453
H 4.67 20.15 22.31 0.2996
H 3.51 21.47 22.25 0.3819
H 3.25 18.72 20.94 0.0078
H 2.21 20.16 20.53 0.5833
C -0.17 11.00 19.89 -1.4342
C -1.24 12.07 20.04 1.0665
O -1.94 12.19 18.78 -0.3414
C -1.44 13.06 17.92 0.3632
O -0.57 13.84 18.14 -0.3845
C -2.28 13.09 16.63 0.7863
F -3.02 12.00 16.44 -0.2561
F -3.10 14.16 16.69 -0.2019
F -1.48 13.26 15.57 -0.2567
H -0.67 10.16 19.41 0.4154
H 0.22 10.70 20.86 0.4194
H 0.68 11.39 19.34 0.3076
H -0.95 13.06 20.37 -0.7208
H -2.03 11.72 20.71 0.3451
C 7.54 11.89 19.45 -1.3500
C 6.84 13.23 19.59 0.0315
O 7.72 14.10 20.33 -0.2763
C 8.27 15.11 19.71 0.4109
O 8.22 15.29 18.52 -0.5454
C 8.86 16.14 20.68 0.9774
F 8.40 15.94 21.92 -0.2352
F 10.20 16.05 20.73 -0.3043
F 8.59 17.38 20.32 -0.2197
H 6.89 11.08 19.11 0.4051
H 7.88 11.59 20.44 0.3064
H 8.39 11.98 18.78 0.3245
H 5.92 13.17 20.18 0.1324
H 6.62 13.69 18.63 0.3623
C -2.48 14.66 22.27 -0.2810
C -3.67 15.51 22.68 -0.3614
O -4.09 15.21 24.03 -0.4167
C -3.42 15.79 25.00 0.3768
O -2.51 16.57 24.90 -0.4621
C -3.90 15.32 26.39 0.7996
F -4.88 16.14 26.81 -0.2519
F -4.41 14.07 26.33 -0.2482
F -2.92 15.33 27.28 -0.2292
H -2.61 13.65 22.66 0.3865
H -1.63 15.07 22.82 0.0937
H -2.37 14.65 21.20 -0.1318
H -4.56 15.21 22.11 0.2826
H -3.56 16.58 22.53 0.4750
C -6.28 19.46 21.26 -0.4033
O -7.28 18.47 21.12 -0.4003
C -7.04 17.55 20.08 -0.6849
C -5.83 16.66 20.21 -0.3248
O -4.59 17.30 19.96 0.1173
C -4.33 17.61 18.60 -0.2693
C -3.01 18.37 18.54 -0.8655
O -1.86 17.56 18.36 -0.4567
C -1.61 16.67 19.44 1.8792
H -6.26 20.12 20.38 0.2658
H -5.29 19.04 21.45 0.0398
H -6.54 20.08 22.11 0.2781
H -7.05 18.08 19.11 0.3412
H -7.96 16.96 20.05 0.3730
H -5.96 15.73 19.65 0.3681
H -5.74 16.42 21.27 -0.0256
H -5.10 18.26 18.17 0.4130
H -4.20 16.70 18.01 0.1460
H -2.96 19.10 19.36 0.2672
H -2.95 19.04 17.68 0.4821
H -1.80 17.10 20.42 0.2023
H -0.51 16.60 19.41 -1.7312
H -1.83 15.61 19.26 0.0591

24
Properties=species:S:1:pos:R:3:mulliken_charge:R:1 method="wB97M-V/def2-TZVPD" charge=0 spin_multiplicity=1 e_above_lowest_kcal_mol=33.4 total_energy_ha=-426.51955
C 0.17 0.71 -2.95 -1.2100
C 1.07 0.52 -1.80 0.5979
C 2.44 0.82 -1.96 -0.4153
C 3.19 1.07 -0.82 -0.3511
C 2.83 0.82 0.48 -0.5473
C 1.44 0.63 0.59 -0.2348
C 0.62 0.41 -0.48 -0.0374
H 0.23 0.08 -3.83 0.3526
H 0.33 1.72 -3.36 0.2759
H -0.91 0.48 -2.66 0.2922
H 2.85 0.86 -2.97 0.3759
H 4.24 1.39 -0.91 0.2847
H 3.50 0.80 1.35 0.3588
H 0.96 0.49 1.58 0.2087
H -0.41 0.18 -0.21 0.0467
C -3.04 -1.17 1.30 -0.8473
C -2.13 -0.80 2.48 -0.1632
O -1.41 -2.04 2.72 -0.5007
H -3.33 -2.22 1.34 0.3347
H -2.48 -1.11 0.38 0.1799
H -3.95 -0.58 1.26 0.3065
H -1.40 -0.04 2.17 0.0994
H -2.65 -0.45 3.36 0.2767
H -2.17 -2.58 2.96 0.3166

33
Properties=species:S:1:pos:R:3:mulliken_charge:R:1 method="wB97M-V/def2-TZVPD" charge=-1 spin_multiplicity=1 e_above_lowest_kcal_mol=79.8 total_energy_ha=-1106.80220
C 2.22 0.10 -0.95 -0.5983
C 2.74 1.18 0.07 -0.7065
S 3.46 2.48 -1.03 -0.6067
C 1.25 -0.62 -0.03 -0.1908
N 0.57 -1.71 -0.84 -0.3800
C -0.80 -2.01 -0.40 -0.5023
C -1.57 -1.24 -1.51 -0.0703
O -2.71 -1.06 -1.40 -0.4731
H 1.64 0.63 -1.77 0.0641
H 2.90 -0.35 -1.70 0.2962
H 3.49 0.83 0.74 0.3664
H 1.84 1.63 0.60 0.2088
H 1.81 -1.15 0.82 0.2238
H 0.50 0.06 0.28 0.2293
H 1.18 -2.57 -0.82 0.2692
H -1.09 -1.84 0.65 0.0482
H -0.89 -3.10 -0.32 0.6079
H -0.86 -0.83 -2.27 0.3504
H 0.09 -4.11 1.13 0.2842
H -0.67 -3.00 1.87 0.2838
O -0.29 -3.82 1.92 -0.6074
H -0.49 0.09 3.14 0.2984
H -1.69 0.03 2.31 0.3388
O -1.17 -0.57 2.98 -0.6543
H 0.86 3.65 -1.46 0.3970
H 1.15 2.26 -1.90 0.2519
O 0.53 2.91 -2.23 -0.7059
H -2.73 0.57 0.83 0.3451
H -2.41 1.79 1.37 0.3762
O -2.94 1.10 1.56 -0.7248
H -2.61 2.71 -0.89 0.2727
H -1.32 3.27 -0.57 0.2998
O -2.02 2.69 -0.16 -0.5919

24
Properties=species:S:1:pos:R:3:mulliken_charge:R:1 method="wB97M-V/def2-TZVPD" charge=0 spin_multiplicity=1 e_above_lowest_kcal_mol=19.8 total_energy_ha=-421.95994
C -0.07 -2.84 -0.49 -1.0502
C -1.07 -2.00 0.29 -0.6302
C -0.47 -0.87 1.14 -0.5442
N -0.74 0.44 0.55 -0.3265
C -0.42 1.61 1.39 -0.5715
N 0.23 2.63 0.56 -0.4487
H 0.93 -2.36 -0.46 0.2926
H -0.29 -2.94 -1.55 0.2675
H 0.06 -3.83 -0.07 0.3191
H -1.89 -1.60 -0.31 0.4168
H -1.65 -2.64 0.96 0.3386
H 0.59 -1.07 1.25 0.2828
H -0.96 -0.88 2.11 0.5073
H -0.35 0.52 -0.38 0.0529
H -1.40 1.99 1.70 0.2731
H 0.08 1.31 2.31 0.3726
H -0.53 3.17 0.17 0.2355
H 0.83 3.26 1.09 0.2044
O 1.96 0.10 -1.15 -0.6487
H 1.54 0.76 -0.56 0.3084
H 2.90 0.25 -0.99 0.2883
O 0.32 1.85 -2.83 -0.6676
H 0.90 1.22 -2.39 0.3947
H -0.50 1.90 -2.34 0.3329

39
Properties=species:S:1:pos:R:3:mulliken_charge:R:1 method="wB97M-V/def2-TZVPD" charge=0 spin_multiplicity=1 total_energy_ha=-1576.94094
C -4.26 -2.64 0.02 -1.3125
C -3.47 -1.49 -0.58 -0.2091
C -4.14 -0.16 -0.27 -0.6863
S -3.27 1.25 -1.03 -0.2655
C -1.91 1.34 0.05 0.5066
N -1.68 0.56 1.07 -0.4143
N -0.54 0.98 1.65 -0.6334
C -0.09 2.01 0.98 0.4247
C 1.13 2.77 1.29 -0.8579
S 2.37 2.68 -0.06 -0.1818
C 2.71 0.96 -0.04 0.1984
N 2.17 0.27 0.94 -0.1348
C 2.36 -1.05 0.94 0.7344
C 1.70 -1.80 2.03 -1.2614
C 3.14 -1.64 -0.05 -0.8193
C 3.70 -0.81 -1.02 0.8610
C 4.58 -1.34 -2.11 -1.2130
N 3.47 0.50 -1.02 -0.5389
N -0.94 2.29 -0.06 0.1352
C -0.84 3.35 -1.03 -0.8537
H -3.77 -3.59 -0.20 0.3532
H -4.33 -2.53 1.10 0.3442
H -5.27 -2.67 -0.40 0.3326
H -2.46 -1.48 -0.15 0.2690
H -3.38 -1.61 -1.66 0.2877
H -4.17 0.03 0.80 0.3419
H -5.15 -0.12 -0.69 0.4831
H 1.58 2.35 2.19 0.4297
H 0.92 3.83 1.41 0.4279
H 0.76 -1.31 2.28 0.3171
H 1.52 -2.84 1.75 0.3690
H 2.33 -1.78 2.92 0.2526
H 3.31 -2.70 -0.07 0.4006
H 4.05 -2.10 -2.68 0.3226
H 4.87 -0.53 -2.77 0.3350
H 5.47 -1.80 -1.68 0.2956
H -1.05 4.31 -0.55 0.3077
H 0.16 3.37 -1.45 0.3426
H -1.57 3.17 -1.81 0.3091

10
Properties=species:S:1:pos:R:3:mulliken_charge:R:1 method="wB97M-V/def2-TZVPD" charge=0 spin_multiplicity=1 e_above_lowest_kcal_mol=12.3 total_energy_ha=-1228.16607
C 0.39 0.42 -0.47 -0.5242
O -1.01 0.10 -0.48 -0.2399
P -1.91 -0.96 0.33 0.4783
I -4.01 0.50 -0.01 -0.1881
O -0.59 -2.14 0.41 -0.4063
S -1.94 -2.87 -0.29 -0.0389
H 0.90 -0.55 -0.35 0.2778
H 0.69 0.92 0.51 0.2486
H 0.47 0.95 -1.32 0.2470
H -2.03 -0.68 1.66 0.1457

85
Properties=species:S:1:pos:R:3:mulliken_charge:R:1 method="wB97M-V/def2-TZVPD" charge=0 spin_multiplicity=1 total_energy_ha=-1486.52225
Y -2.95 6.23 -0.10 1.7955
C 0.99 5.07 2.24 -1.5110
C -0.43 5.42 2.66 0.2786
C -0.43 6.45 3.75 -0.8495
O -1.40 5.64 1.65 -0.4279
H 1.58 5.88 1.81 0.2833
H 0.98 4.43 1.36 0.3524
H 1.62 4.55 2.96 0.3747
H -0.69 4.43 3.02 0.3039
H 0.36 6.35 4.49 0.5192
H -1.37 6.36 4.30 -0.1411
H -0.28 7.47 3.41 0.1482
C -6.95 7.36 -2.70 -1.6713
C -6.08 6.27 -2.02 0.4277
C -5.65 5.22 -3.14 -1.1256
O -4.99 6.69 -1.23 -0.6398
H -7.65 6.74 -3.26 0.3850
H -6.30 7.79 -3.46 0.3862
H -7.43 8.18 -2.17 0.3210
H -6.84 5.83 -1.37 0.1521
H -6.44 4.85 -3.80 0.5068
H -5.11 4.35 -2.77 0.0250
H -5.06 5.75 -3.88 0.3153
C -1.44 2.96 -2.80 -1.3528
C -1.16 4.43 -2.89 0.5295
C -1.35 5.10 -4.29 -1.2307
O -1.91 5.22 -2.00 -0.7168
H -1.44 2.63 -1.76 0.2108
H -0.80 2.41 -3.48 0.4343
H -2.49 2.71 -3.00 0.2331
H -0.10 4.50 -2.64 0.2056
H -0.99 6.13 -4.20 0.2658
H -2.40 5.14 -4.56 0.1762
H -0.80 4.59 -5.08 0.3911
C -2.57 2.38 0.50 -2.0887
C -3.85 2.86 -0.06 1.1983
C -5.09 2.00 0.29 -0.9777
O -6.16 2.45 -0.57 -0.2065
C -7.38 1.73 -0.48 -0.8490
N -4.17 4.24 0.42 -0.1545
H -2.39 1.40 0.06 0.5421
H -2.76 2.05 1.52 0.4816
H -1.71 3.02 0.33 0.2448
H -3.77 3.00 -1.14 -0.3728
H -5.36 2.08 1.34 0.3707
H -4.91 0.94 0.12 0.5295
H -8.24 2.09 -1.05 0.2352
H -7.66 1.63 0.57 0.3246
H -7.08 0.74 -0.80 0.3332
H -4.16 4.01 1.40 0.2791
H -5.10 4.30 0.02 0.0736
C -5.26 9.08 1.14 -1.5084
C -4.17 8.53 2.09 1.1560
C -4.27 8.71 3.60 -1.1831
O -3.36 7.80 4.20 -0.2576
C -3.43 7.81 5.61 -0.8319
N -4.05 7.14 1.76 0.3144
H -5.16 10.16 1.27 0.5091
H -6.27 8.85 1.47 0.3733
H -5.03 8.99 0.07 0.1979
H -3.19 8.95 1.87 -0.5974
H -5.28 8.44 3.88 0.4570
H -4.04 9.73 3.90 0.4749
H -2.65 7.12 5.94 0.2677
H -4.44 7.60 5.98 0.3295
H -3.21 8.83 5.90 0.3119
H -3.55 6.96 2.62 0.2012
H -5.00 7.02 2.07 0.2737
C 0.43 7.78 -0.69 -1.4370
C -0.53 8.56 0.13 1.8729
C -0.12 10.04 0.23 -0.9236
O -1.26 10.70 0.70 -0.3662
C -1.13 11.11 2.02 -0.8059
N -1.89 8.44 -0.43 -0.3093
H 0.34 8.08 -1.74 0.3781
H 0.43 6.70 -0.61 0.1699
H 1.44 7.93 -0.33 0.4526
H -0.49 8.09 1.12 -1.2290
H 0.05 10.39 -0.79 0.3164
H 0.76 10.23 0.85 0.4862
H -0.23 11.72 2.03 0.4321
H -1.06 10.33 2.78 0.2477
H -1.85 11.88 2.29 0.2472
H -2.37 9.30 -0.21 0.3443
H -1.68 8.70 -1.38 0.3173

9
Properties=species:S:1:pos:R:3:mulliken_charge:R:1 method="wB97M-V/def2-TZVPD" charge=0 spin_multiplicity=1 e_above_lowest_kcal_mol=122.7 total_energy_ha=-308.28736
C -0.24 0.73 -0.02 -0.2242
C 1.37 0.49 0.03 -0.0987
H -2.69 -1.12 0.51 0.4005
H -0.67 1.68 0.08 0.4348
H 1.92 1.16 -0.75 0.2322
H 1.36 0.88 1.14 0.1551
N -0.97 -0.36 0.15 -0.2554
O -2.25 -0.12 -0.19 -0.3996
F 2.01 -0.71 -0.07 -0.2446

6
Properties=species:S:1:pos:R:3:mulliken_charge:R:1 method="wB97M-V/def2-TZVPD" charge=0 spin_multiplicity=1 e_above_lowest_kcal_mol=158.4 total_energy_ha=-430.29725
C 1.22 0.45 -1.27 0.2500
C -0.16 -0.03 0.03 0.4360
N -0.54 -0.79 1.05 -0.3571
F 2.31 -0.07 -0.92 -0.0026
F -1.04 0.89 -0.37 -0.1924
F -1.79 -0.46 1.49 -0.1339

39
Properties=species:S:1:pos:R:3:mulliken_charge:R:1 method="wB97M-V/def2-TZVPD" charge=0 spin_multiplicity=1 e_above_lowest_kcal_mol=83.8 total_energy_ha=-993.63966
H -0.69 -0.27 0.06 0.3367
H 0.18 0.06 -1.13 0.2308
H -5.13 1.80 1.82 0.2964
H -5.35 1.37 0.37 0.3349
H 0.19 2.54 -2.32 0.2861
H 0.58 3.46 -1.18 0.3222
H -0.68 -3.40 0.07 0.3064
H -0.31 -1.93 0.24 0.3374
H 1.70 -2.85 1.07 0.2648
H 2.55 -1.59 1.19 0.3335
H 3.27 1.90 -3.39 0.3055
H 3.48 0.50 -2.84 0.3089
H 2.97 -2.76 -0.18 0.2830
H 3.45 -4.11 -0.69 0.2985
H 2.43 1.11 0.55 0.3167
H 2.88 0.19 1.68 0.2881
H 0.26 -1.31 4.14 0.2782
H 0.60 -0.26 3.10 0.3191
H -2.37 -2.56 -1.09 0.3823
H -2.82 -3.86 -1.72 0.2849
H -4.60 -1.03 -1.63 0.3182
H -3.98 -0.29 -0.46 0.2882
H -1.62 2.09 1.23 0.2990
H -3.10 2.42 1.18 0.3577
H 2.54 3.52 0.03 0.3149
H 2.90 4.92 -0.42 0.3275
O 0.20 -0.37 -0.27 -0.6011
O -4.66 1.46 1.04 -0.6358
O -0.11 2.85 -1.46 -0.5878
O -0.71 -2.55 -0.38 -0.6201
O 2.36 -2.43 1.63 -0.6021
O 3.40 1.42 -2.56 -0.6007
O 3.35 -3.19 -0.95 -0.6411
O 2.89 1.12 1.40 -0.6284
O 0.94 -1.07 3.49 -0.5637
O -2.76 -2.91 -1.89 -0.5960
O -3.99 -0.32 -1.42 -0.6376
O -2.45 1.91 1.67 -0.6487
O 2.20 4.42 0.01 -0.6569

62
Properties=species:S:1:pos:R:3:mulliken_charge:R:1 method="wB97M-V/def2-TZVPD" charge=0 spin_multiplicity=1 e_above_lowest_kcal_mol=0.1 total_energy_ha=-1792.59473
O 3.40 -1.29 -1.53 -0.6802
C 4.14 -0.52 -0.95 0.9509
C 5.52 -0.85 -0.58 0.2873
C 6.02 -2.13 -0.82 -0.4781
C 7.32 -2.43 -0.47 -0.7228
C 8.13 -1.47 0.13 -0.3835
C 7.64 -0.20 0.38 -0.8615
C 6.33 0.11 0.02 0.2855
N 5.80 1.36 0.24 -0.0603
C 4.52 1.71 -0.06 0.2808
S 4.05 3.27 0.23 -0.3566
N 3.71 0.76 -0.61 0.2817
C 2.32 1.10 -0.87 -2.2394
C 1.47 1.07 0.41 0.8829
C 1.46 -0.30 1.09 -1.3501
C 0.69 -1.35 0.29 -1.4897
C -0.73 -0.91 -0.07 0.5776
C -1.64 -0.87 1.14 0.1108
O -1.25 -0.58 2.26 -0.6804
N -2.95 -1.16 0.93 0.2080
C -3.55 -1.52 -0.35 -0.3436
C -5.05 -1.78 -0.18 -1.2353
N -5.70 -0.66 0.45 0.1805
C -6.72 -0.01 -0.17 0.7776
C -7.31 1.15 0.37 -0.5691
C -8.35 1.73 -0.31 -0.5019
C -8.80 1.17 -1.50 -0.5231
C -8.15 0.04 -1.95 -0.3919
N -7.15 -0.54 -1.32 -0.3196
C -5.05 -0.12 1.63 -0.6620
C -3.88 -1.02 2.03 -1.2747
C -0.71 0.48 -0.74 -0.9061
C 0.04 1.50 0.11 -1.5077
H 5.38 -2.85 -1.29 0.4783
H 7.71 -3.42 -0.66 0.4091
H 9.14 -1.72 0.40 0.3993
H 8.26 0.55 0.84 0.3916
H 6.38 2.09 0.65 0.2960
H 1.97 0.38 -1.60 0.6255
H 2.29 2.11 -1.30 0.3314
H 1.91 1.80 1.10 0.6422
H 2.48 -0.65 1.26 0.4499
H 0.98 -0.19 2.06 0.5611
H 1.24 -1.58 -0.63 0.5502
H 0.64 -2.27 0.88 0.4390
H -1.13 -1.64 -0.79 0.6573
H -3.08 -2.42 -0.75 0.4568
H -3.42 -0.71 -1.07 0.2813
H -5.52 -1.92 -1.15 0.4861
H -5.20 -2.69 0.42 0.2858
H -6.95 1.57 1.30 0.3165
H -8.82 2.62 0.09 0.4017
H -9.61 1.61 -2.06 0.3687
H -8.44 -0.44 -2.88 0.3923
H -4.67 0.89 1.43 0.4836
H -5.76 -0.06 2.46 0.5125
H -4.25 -2.00 2.36 0.3465
H -3.33 -0.57 2.86 0.4073
H -1.74 0.83 -0.89 0.4229
H -0.24 0.39 -1.72 0.4087
H -0.48 1.61 1.07 0.3970
H 0.03 2.47 -0.39 0.5153

23
Properties=species:S:1:pos:R:3:mulliken_charge:R:1 method="wB97M-V/def2-TZVPD" charge=0 spin_multiplicity=1 e_above_lowest_kcal_mol=11.2 total_energy_ha=-330.45011
C -1.55 -0.72 1.82 -1.0057
C -0.34 -1.30 1.12 -0.6630
N 0.08 -0.71 -0.16 -0.1119
C -0.96 -0.55 -1.21 -0.5594
C -0.68 0.81 -1.84 -0.6832
C 0.77 1.09 -1.41 -0.8251
C 0.75 0.60 0.00 0.5318
C 2.14 0.45 0.64 -1.6925
H -2.31 -0.45 1.11 0.2419
H -1.35 0.20 2.38 0.2912
H -1.94 -1.40 2.58 0.3836
H 0.56 -1.27 1.73 0.3460
H -0.47 -2.36 0.91 0.4089
H -1.96 -0.66 -0.81 0.2498
H -0.71 -1.30 -1.96 0.2869
H -0.78 0.82 -2.93 0.3304
H -1.31 1.63 -1.47 0.3018
H 1.40 0.43 -2.00 0.3156
H 1.03 2.13 -1.54 0.4246
H 0.17 1.26 0.65 0.2705
H 2.83 1.18 0.20 0.4346
H 2.52 -0.56 0.49 0.3628
H 2.12 0.67 1.71 0.3602

15
Properties=species:S:1:pos:R:3:mulliken_charge:R:1 method="wB97M-V/def2-TZVPD" charge=0 spin_multiplicity=1 e_above_lowest_kcal_mol=109.2 total_energy_ha=-362.63940
C -0.95 1.04 1.26 -1.1106
C -0.72 1.13 -0.25 -0.0814
C 0.66 0.89 -0.96 0.1339
C 1.70 0.18 0.00 -0.3329
C 1.21 -0.94 0.25 -0.2014
C -0.18 -1.01 -0.17 0.4774
O -1.04 -1.64 0.34 -0.5525
N -0.33 0.00 -1.10 -0.3398
H -1.97 0.21 1.22 0.2587
H -1.23 2.02 1.69 0.3606
H -0.31 0.57 2.23 0.2448
H -1.56 1.91 -0.57 0.2474
H 0.98 1.39 -1.86 0.3682
H 2.60 0.91 0.65 0.2282
H 1.87 -1.65 0.89 0.2994